Below is a cluster of 2 separate species, C31H34N2O2 in total in a non-equilibrium geometry, with properties calculated with ωB97M-V/def2-TZVPD.

Gap between HOMO and LUMO   3.79 eV
Total energy   -1461.539600 Eh
Energy relative to the best compared isomer or geometry (same formula, charge and spin)   49.0 kcal per mole

Structure (ORCA input):
```
! RIJCOSX wB97M-V def2-TZVPD def2/J DEFGRID3
* xyz 0 1
C -7.073 -1.872 4.593
C -7.128 -1.754 3.049
C -5.880 -0.958 2.628
N -4.968 -0.932 3.799
C -3.716 -0.261 3.811
C -3.570 1.013 3.237
C -2.348 1.629 3.196
C -1.184 0.991 3.684
C 0.071 1.648 3.581
C 1.359 1.042 3.649
C 1.560 -0.310 3.291
C 2.808 -0.864 3.286
C 3.936 -0.113 3.658
N 5.227 -0.719 3.733
C 5.649 -1.430 4.974
C 6.788 -2.399 4.606
C 6.882 -2.405 3.060
C 5.877 -1.354 2.552
C 3.748 1.231 4.023
C 2.504 1.800 4.003
C -1.348 -0.271 4.303
C -2.580 -0.865 4.376
C -5.709 -1.306 5.031
H -7.899 -1.322 5.061
H -7.188 -2.916 4.910
H -7.123 -2.749 2.586
H -8.049 -1.262 2.707
H -5.351 -1.431 1.793
H -6.121 0.068 2.334
H -4.447 1.516 2.867
H -2.259 2.606 2.754
H 0.038 2.701 3.357
H 0.719 -0.892 2.957
H 2.939 -1.895 3.016
H 5.967 -0.679 5.704
H 4.782 -1.956 5.390
H 7.737 -2.071 5.052
H 6.598 -3.408 5.002
H 7.903 -2.169 2.729
H 6.654 -3.400 2.651
H 5.112 -1.795 1.905
H 6.373 -0.561 1.983
H 4.612 1.803 4.323
H 2.375 2.826 4.305
H -0.498 -0.739 4.767
H -2.687 -1.824 4.851
H -5.819 -0.410 5.651
H -5.117 -2.034 5.593
C 1.945 4.796 1.005
C 0.503 4.553 1.310
C -0.348 4.164 0.251
C -1.744 3.956 0.386
C -2.540 3.466 -0.769
C -1.985 2.769 -1.837
C -2.796 2.244 -2.816
C -4.164 2.408 -2.751
C -4.722 3.117 -1.707
C -3.919 3.640 -0.723
O -2.341 4.169 1.435
O 0.122 4.716 2.458
H 2.266 4.263 0.111
H 2.131 5.859 0.860
H 2.559 4.461 1.840
H 0.094 4.032 -0.718
H -0.920 2.622 -1.882
H -2.359 1.688 -3.626
H -4.800 1.977 -3.506
H -5.790 3.251 -1.646
H -4.336 4.177 0.115
*
```

natural (NBO) population analysis, charges in e, atoms 1 to 5:
1 C -0.41
2 C -0.41
3 C -0.21
4 N -0.45
5 C 0.28